Entry 1:
DFT (ωB97M-V/def2-TZVPD) results for a molecular structure, C33H37CuI2N5O4S2Si.

## Properties
Charge   -1
Frontier orbital gap   6.5 eV
E_HOMO   -4.519 eV

```
85
Properties=species:S:1:pos:R:3:forces:R:3:lowdin_charge:R:1
Cu 0.050 1.085 1.110 0.11 0.07 0.19 0.058
I 2.988 5.525 2.139 0.01 0.00 -0.01 0.916
C 3.487 3.502 2.165 0.02 0.01 -0.02 -0.644
C 4.804 3.116 2.415 -0.01 0.00 0.04 -0.252
C 5.166 1.793 2.450 -0.02 -0.01 0.00 -0.698
I 7.181 1.314 2.750 0.00 0.00 0.00 0.839
C 4.194 0.781 2.247 0.06 -0.02 0.02 -0.233
C 4.439 -0.610 2.304 0.00 0.03 0.00 -0.060
C 3.420 -1.495 2.085 -0.01 0.00 -0.02 -0.048
C 2.140 -1.004 1.785 -0.03 -0.02 -0.02 -0.117
N 1.888 0.281 1.715 -0.04 0.04 -0.01 0.092
C 2.870 1.178 1.955 -0.02 0.00 0.01 -0.134
C 2.459 2.584 1.872 0.03 0.00 -0.02 -0.471
O 1.284 2.891 1.548 -0.11 -0.04 0.01 -0.102
H 5.549 3.883 2.583 0.00 0.00 -0.01 0.073
H 5.438 -0.963 2.526 0.00 0.00 0.00 0.055
H 3.589 -2.563 2.129 0.00 0.00 0.00 0.103
H 1.307 -1.665 1.579 0.00 -0.01 0.01 0.097
S 4.077 6.450 -1.550 0.00 -0.01 -0.02 0.928
N 2.518 6.043 -1.691 0.00 -0.02 0.02 -0.222
C 2.451 4.734 -1.525 -0.01 0.05 -0.03 -0.329
C 1.238 3.940 -1.522 -0.07 0.05 -0.01 -0.094
C -0.031 4.508 -1.635 0.00 -0.06 0.00 0.008
C -1.133 3.687 -1.554 0.05 0.06 -0.02 -0.028
C -0.932 2.330 -1.309 -0.03 -0.01 0.05 -0.116
N 0.268 1.781 -1.177 -0.06 -0.07 -0.18 0.117
C 1.343 2.559 -1.328 0.08 0.05 0.03 -0.151
C 2.672 1.911 -1.243 0.06 -0.07 -0.01 -0.141
N 2.716 0.572 -1.241 0.01 0.06 -0.02 0.153
C 3.895 -0.013 -1.121 -0.04 0.00 0.00 -0.135
C 5.099 0.677 -0.980 0.01 -0.03 0.00 -0.051
C 5.068 2.051 -1.015 0.00 0.02 0.00 -0.003
C 3.839 2.687 -1.174 -0.03 0.02 0.00 -0.092
C 3.719 4.127 -1.308 0.01 -0.02 0.00 -0.327
N 4.722 4.988 -1.309 0.00 -0.02 0.02 -0.215
H -0.122 5.578 -1.770 0.00 0.00 0.00 0.115
H -2.138 4.077 -1.635 0.00 0.01 0.00 0.104
H -1.774 1.658 -1.186 0.00 -0.01 0.01 0.080
H 3.887 -1.099 -1.126 0.02 -0.01 0.00 0.103
H 6.027 0.138 -0.845 0.00 0.00 0.01 0.104
H 5.965 2.648 -0.922 0.01 -0.01 0.00 0.120
C -1.537 -3.068 2.585 0.01 -0.01 0.01 -0.041
C -2.986 -2.984 2.111 -0.01 0.00 0.00 -0.660
C -3.845 -2.259 3.142 -0.01 -0.01 0.02 -0.044
C -3.537 -4.384 1.857 0.00 0.00 0.00 -0.035
O -3.083 -2.300 0.863 0.01 0.03 0.00 -0.168
Si -2.216 -0.993 0.305 -0.02 -0.05 -0.06 -0.139
S -2.063 0.558 1.649 0.02 -0.05 -0.03 0.445
O -3.009 -0.623 -1.107 0.02 0.00 0.03 -0.172
C -4.399 -0.447 -1.366 -0.01 0.00 0.00 -0.651
C -5.139 0.110 -0.153 -0.01 0.00 -0.02 -0.048
C -4.486 0.540 -2.525 0.00 0.00 0.01 -0.033
C -4.985 -1.797 -1.773 0.01 -0.01 0.01 -0.032
O -0.725 -1.512 -0.188 -0.01 0.02 0.02 -0.167
C -0.338 -2.288 -1.326 0.00 0.00 -0.01 -0.627
C -1.279 -3.472 -1.528 0.00 -0.01 0.00 -0.024
C 1.072 -2.785 -1.026 0.00 -0.02 0.00 -0.035
C -0.304 -1.399 -2.566 -0.02 0.01 0.00 -0.025
H -1.480 -3.642 3.513 0.00 0.00 0.00 0.087
H -1.136 -2.069 2.766 0.00 0.00 0.00 0.062
H -0.920 -3.560 1.831 0.00 0.00 -0.01 0.077
H -3.824 -2.787 4.099 0.00 0.00 0.00 0.082
H -4.880 -2.212 2.795 0.00 0.00 0.00 0.082
H -3.478 -1.243 3.286 0.00 0.00 0.00 0.045
H -3.538 -4.974 2.777 0.00 0.00 0.00 0.082
H -2.930 -4.899 1.110 0.01 0.00 -0.01 0.075
H -4.559 -4.317 1.482 0.00 0.00 0.00 0.082
H -4.686 1.046 0.173 0.00 0.00 0.01 0.069
H -5.101 -0.592 0.680 0.01 0.00 0.00 0.070
H -6.186 0.287 -0.412 -0.01 0.00 0.01 0.085
H -4.076 1.505 -2.223 0.00 0.00 -0.01 0.076
H -5.522 0.684 -2.838 0.00 0.00 0.00 0.082
H -3.908 0.171 -3.374 0.00 0.00 0.00 0.084
H -4.854 -2.511 -0.960 0.00 -0.01 0.00 0.076
H -4.469 -2.175 -2.658 0.00 -0.01 -0.01 0.083
H -6.050 -1.708 -2.002 0.00 0.02 0.00 0.082
H -1.309 -4.095 -0.632 0.00 0.00 0.00 0.074
H -0.932 -4.082 -2.366 0.00 0.00 0.00 0.086
H -2.293 -3.133 -1.739 0.00 0.01 0.00 0.070
H 1.071 -3.426 -0.141 0.00 0.01 0.00 0.081
H 1.720 -1.926 -0.847 0.00 0.00 0.00 0.053
H 1.462 -3.358 -1.870 0.01 0.00 0.00 0.086
H -1.299 -1.004 -2.770 0.00 0.00 0.00 0.073
H 0.035 -1.975 -3.431 0.01 0.00 0.01 0.084
H 0.379 -0.567 -2.396 0.01 0.01 0.02 0.063
```
Forces are in eV/Å.

Entry 2:
DFT (ωB97M-V/def2-TZVPD) results for a molecular structure, C33H37CuN4O6S3Si2Te.

## Properties
Charge   -1
Frontier orbital gap (spin up / spin down)   7.5 / 6.9 eV
E_HOMO (spin up / spin down)   -5.612 / -5.615 eV
2S+1   2

```
87
Properties=species:S:1:pos:R:3:forces:R:3:lowdin_charge:R:1
Cu -1.554 -0.534 0.967 -0.12 -0.16 0.28 0.361
O 1.302 1.330 5.657 -0.18 0.17 0.03 0.111
C 1.964 0.294 5.167 0.05 -0.18 -0.18 -0.510
O 2.910 -0.190 5.742 0.02 0.03 0.02 0.086
C 1.495 -0.259 3.867 -0.25 0.29 0.14 -0.061
C 2.159 -1.248 3.177 0.10 -0.19 -0.11 0.017
N 1.449 -1.507 2.070 0.10 -0.05 0.19 0.031
N 0.369 -0.739 1.981 0.26 0.10 0.18 0.038
C 0.370 0.032 3.055 -0.09 0.02 0.01 -0.180
C -0.728 1.056 3.128 -0.07 0.13 -0.08 -0.585
O -0.690 1.916 4.022 0.08 -0.15 0.04 0.031
O -1.619 0.987 2.217 0.25 -0.05 0.39 -0.116
H 0.545 1.608 5.062 0.02 -0.03 -0.03 0.062
H 3.084 -1.754 3.409 -0.10 0.03 -0.05 0.144
H 1.703 -2.043 1.242 0.03 -0.05 -0.16 0.065
S -2.843 -4.661 2.882 0.04 0.01 -0.11 1.102
C -2.570 -3.771 4.343 -0.03 -0.05 -0.02 -0.472
C -2.675 -4.205 5.662 0.00 0.00 0.03 -0.098
C -2.411 -3.295 6.670 -0.02 -0.05 -0.04 -0.094
C -2.058 -1.975 6.365 0.00 -0.01 -0.03 -0.072
C -1.965 -1.546 5.056 0.01 0.08 -0.02 0.007
C -2.215 -2.456 4.027 0.03 0.06 -0.18 -0.271
N -2.157 -2.190 2.661 -0.17 0.24 -0.12 0.092
C -2.459 -3.226 1.948 -0.01 -0.17 0.13 -0.498
C -2.475 -3.211 0.475 -0.05 0.08 0.08 -0.245
C -2.829 -4.354 -0.244 -0.02 0.00 0.10 -0.067
C -2.843 -4.330 -1.627 -0.01 0.00 0.02 -0.090
C -2.489 -3.161 -2.288 -0.01 -0.01 0.01 -0.082
C -2.137 -2.031 -1.562 -0.06 -0.06 0.22 -0.158
C -2.125 -2.009 -0.163 0.12 -0.11 -0.31 -0.164
H -2.959 -5.227 5.888 0.04 0.08 0.00 0.104
H -2.482 -3.607 7.705 0.01 0.02 -0.07 0.100
H -1.852 -1.278 7.167 -0.01 -0.01 -0.02 0.106
H -1.712 -0.520 4.827 -0.02 -0.03 0.02 0.105
H -3.094 -5.268 0.280 0.01 0.03 -0.04 0.083
H -3.124 -5.215 -2.185 0.04 0.01 0.01 0.098
H -2.472 -3.137 -3.372 -0.01 0.02 0.04 0.102
H -1.842 -1.151 -2.121 0.01 -0.01 -0.07 0.019
C -4.742 3.067 -3.597 -0.21 0.03 -0.05 -0.190
Si -3.054 2.334 -3.263 0.01 0.03 -0.04 0.362
C -1.765 3.637 -3.628 0.12 0.14 0.08 -0.191
C -2.762 0.858 -4.368 0.01 -0.20 -0.07 -0.188
C -2.940 1.756 -1.486 0.00 -0.07 0.07 -0.521
Te -0.921 1.149 -1.011 -0.28 0.26 -0.10 1.361
C -0.447 2.988 -0.033 0.01 -0.16 0.15 -0.519
Si 1.407 3.318 0.045 -0.05 0.14 -0.06 0.377
C 2.089 3.326 -1.692 0.07 -0.04 -0.21 -0.186
C 2.264 2.021 1.055 0.03 -0.21 0.13 -0.157
C 1.605 5.009 0.815 0.05 0.18 0.20 -0.184
H -4.829 3.374 -4.646 -0.01 -0.03 0.14 0.030
H -4.913 3.951 -2.972 0.00 -0.09 -0.07 0.030
H -5.540 2.345 -3.388 0.08 0.10 -0.03 0.030
H -1.727 3.851 -4.702 -0.01 -0.01 0.10 0.034
H -0.773 3.294 -3.318 -0.03 0.06 -0.06 0.003
H -1.979 4.577 -3.105 0.03 -0.10 -0.06 0.035
H -2.738 1.144 -5.425 -0.01 -0.03 0.10 0.032
H -3.547 0.104 -4.236 0.10 0.07 -0.02 0.036
H -1.802 0.389 -4.124 -0.08 0.02 -0.07 0.019
H -3.575 0.879 -1.319 0.05 0.09 0.00 0.013
H -3.223 2.520 -0.757 0.06 -0.10 0.00 0.022
H -0.883 2.925 0.969 -0.01 0.02 -0.10 0.011
H -0.960 3.775 -0.592 0.05 -0.06 -0.05 0.014
H 1.839 2.387 -2.198 0.06 0.08 0.01 0.002
H 3.182 3.412 -1.685 -0.11 0.01 0.00 0.037
H 1.687 4.155 -2.286 0.02 -0.08 0.04 0.030
H 2.107 1.021 0.626 0.06 0.12 0.07 0.004
H 1.894 2.014 2.087 0.08 0.01 -0.12 0.034
H 3.344 2.207 1.086 -0.10 -0.02 -0.01 0.047
H 1.124 5.783 0.206 0.06 -0.08 0.07 0.028
H 2.663 5.276 0.933 -0.16 -0.04 -0.03 0.032
H 1.144 5.025 1.811 0.08 0.03 -0.14 0.035
O 5.321 -4.182 -2.060 0.01 -0.01 0.02 -0.314
S 5.236 -2.838 -1.552 -0.03 0.03 -0.05 0.613
O 6.331 -2.357 -0.754 -0.01 0.01 0.03 -0.315
N 3.802 -2.598 -0.790 -0.17 0.13 -0.17 -0.113
C 3.020 -1.777 -1.459 0.16 -0.12 0.18 -0.805
S 1.439 -1.369 -1.004 0.29 -0.16 -0.34 0.609
C 3.656 -1.207 -2.701 -0.06 -0.06 0.07 -0.230
C 3.130 -0.290 -3.593 0.03 0.02 -0.08 -0.039
C 3.912 0.102 -4.675 0.01 -0.04 0.06 -0.076
C 5.188 -0.428 -4.864 -0.07 0.03 0.00 -0.086
C 5.710 -1.356 -3.970 0.07 -0.07 0.05 -0.044
C 4.925 -1.718 -2.894 -0.11 0.06 0.00 -0.224
H 2.130 0.093 -3.434 0.00 0.02 0.00 0.087
H 3.525 0.827 -5.381 0.01 -0.02 0.00 0.099
H 5.779 -0.116 -5.717 -0.02 0.00 0.02 0.098
H 6.697 -1.782 -4.113 -0.06 0.04 0.03 0.118
```
Forces are in eV/Å.

Entry 3:
DFT (ωB97M-V/def2-TZVPD) results for 2 unconnected molecules or ions with the total composition C33H37N2Si at a distorted geometry.

## Properties
Charge   +1
Frontier orbital gap   5.9 eV
E_HOMO   -9.923 eV

```
73
Properties=species:S:1:pos:R:3:forces:R:3:lowdin_charge:R:1
C -0.371 -2.875 -2.998 -0.72 0.05 0.25 -0.006
N 1.031 -2.525 -2.751 0.93 1.81 -0.11 -0.177
C 2.010 -3.551 -3.115 0.37 -0.42 -0.23 0.001
C 1.430 -1.278 -2.560 -1.64 -1.02 -1.41 0.115
H -0.406 -3.945 -3.217 -0.18 0.31 0.19 0.097
H -1.003 -2.646 -2.132 0.18 -0.13 -0.20 0.079
H -0.770 -2.330 -3.869 0.33 -0.12 0.32 0.115
H 1.475 -4.506 -3.175 0.43 0.23 0.13 0.096
H 2.442 -3.336 -4.105 -0.16 -0.02 0.29 0.117
H 2.816 -3.597 -2.375 -0.23 0.00 -0.11 0.093
H 2.398 -1.000 -2.990 -0.26 -0.20 0.87 0.109
H 0.645 -0.530 -2.389 0.42 -0.37 -0.21 0.103
C 0.106 -3.164 1.866 -0.15 0.27 -0.20 -0.076
C -0.238 -2.342 2.943 0.06 -0.04 0.01 -0.067
C -0.782 -1.078 2.712 0.16 -0.09 -0.32 -0.071
C -0.986 -0.632 1.395 -0.06 -0.22 -0.17 -0.258
Si -1.459 1.133 1.048 -0.53 0.00 0.13 0.723
C -2.228 1.331 -0.625 -0.07 0.02 -0.38 -0.237
C -3.613 1.325 -0.839 0.12 -0.01 -0.41 -0.060
C -4.123 1.487 -2.132 0.04 0.02 0.08 -0.065
C -3.263 1.658 -3.221 0.11 -0.15 0.21 -0.076
C -1.881 1.648 -3.016 -0.06 0.02 0.20 -0.082
C -1.376 1.512 -1.722 -0.17 -0.10 -0.41 -0.109
C -2.665 1.535 2.377 0.18 0.25 0.19 -0.265
C -3.771 0.694 2.566 -0.23 0.37 0.38 -0.104
C -4.695 0.980 3.573 0.23 -0.06 -0.07 -0.068
C -4.487 2.078 4.417 0.15 0.12 -0.32 -0.072
C -3.394 2.927 4.208 0.15 -0.09 0.04 -0.069
C -2.461 2.643 3.204 -0.70 -0.19 0.25 -0.076
C 0.043 2.285 1.104 0.02 -0.18 0.91 -0.292
C -0.234 3.755 0.734 -0.21 -0.28 0.01 -0.151
C 0.938 4.197 -0.157 0.24 0.09 0.06 -0.130
C 1.718 2.934 -0.554 0.06 0.06 -0.46 -0.143
N 1.125 1.853 0.222 0.61 -1.07 0.03 -0.128
C 1.665 0.608 0.293 -0.29 0.35 -0.55 -0.063
C 2.452 0.028 -0.691 -0.43 1.26 0.47 -0.105
C 3.363 -1.057 -0.399 0.87 -0.95 0.20 -0.255
C 4.323 -1.417 -1.372 -0.47 0.16 0.36 -0.089
C 5.222 -2.441 -1.157 0.17 -0.42 0.40 -0.091
C 5.201 -3.151 0.056 0.02 0.31 -0.12 -0.086
C 4.290 -2.786 1.051 -0.15 0.18 -0.19 -0.071
C 3.369 -1.756 0.827 0.14 -0.12 -0.33 -0.031
C -0.759 -1.507 0.327 0.24 -0.28 0.29 -0.104
C -0.189 -2.757 0.560 -0.05 0.00 0.13 -0.083
H 0.600 -4.119 2.032 -0.19 0.12 0.03 0.110
H -0.075 -2.686 3.966 -0.01 0.09 -0.30 0.112
H -1.052 -0.430 3.551 0.16 -0.21 -0.24 0.115
H -4.290 1.199 0.010 0.14 0.07 -0.33 0.097
H -5.203 1.478 -2.290 0.30 0.05 0.03 0.110
H -3.662 1.797 -4.225 0.05 -0.07 0.25 0.108
H -1.184 1.751 -3.847 -0.24 0.11 0.07 0.102
H -0.297 1.561 -1.564 -0.31 -0.09 -0.10 0.079
H -3.901 -0.191 1.935 -0.01 0.28 0.21 0.112
H -5.572 0.342 3.695 0.27 0.17 0.10 0.109
H -5.177 2.272 5.236 0.11 0.03 -0.26 0.108
H -3.254 3.814 4.826 -0.06 -0.30 -0.01 0.107
H -1.571 3.262 3.072 -0.41 -0.05 0.11 0.087
H 0.386 2.208 2.153 0.15 0.22 -0.16 0.131
H -1.187 3.846 0.201 0.15 0.03 0.06 0.110
H -0.306 4.354 1.645 0.00 0.01 -0.25 0.108
H 0.594 4.729 -1.046 0.04 0.01 0.16 0.115
H 1.600 4.859 0.403 -0.07 0.04 -0.11 0.113
H 1.647 2.744 -1.638 -0.04 0.02 0.28 0.114
H 2.787 3.014 -0.308 -0.24 -0.08 -0.09 0.135
H 1.399 0.042 1.199 0.16 0.31 -0.51 0.122
H 2.642 0.617 -1.602 0.13 -0.12 0.63 0.109
H 4.336 -0.862 -2.310 0.21 -0.03 0.14 0.107
H 5.963 -2.672 -1.922 -0.17 -0.04 0.22 0.110
H 5.922 -3.945 0.237 -0.15 0.16 -0.04 0.104
H 4.304 -3.284 2.025 -0.03 0.10 -0.40 0.111
H 2.648 -1.496 1.607 0.36 -0.14 -0.22 0.101
H -1.028 -1.188 -0.686 0.20 -0.04 0.35 0.080
H 0.025 -3.420 -0.276 0.01 0.01 0.21 0.089
```
Forces are in eV/Å.